{
  "formula": "C57H122F14N21O31S14",
  "method": "ωB97M-V with the def2-TZVPD basis set",
  "homo_ev": -13.1,
  "energy_ha": -12698.48203,
  "charge": 3,
  "orbital_gap_ha": 0.23113,
  "fmax_ev_per_a": 17.71,
  "symbols": ["C", "C", "N", "C", "C", "N", "C", "C", "H", "H", "H", "H", "H", "H", "H", "H", "H", "H", "H", "C", "C", "N", "C", "C", "N", "C", "C", "H", "H", "H", "H", "H", "H", "H", "H", "H", "H", "H", "C", "C", "N", "C", "C", "N", "C", "C", "H", "H", "H", "H", "H", "H", "H", "H", "H", "H", "H", "C", "C", "N", "C", "C", "N", "C", "C", "H", "H", "H", "H", "H", "H", "H", "H", "H", "H", "H", "C", "C", "O", "N", "H", "H", "C", "H", "H", "H", "H", "H", "H", "C", "C", "O", "N", "H", "H", "C", "H", "H", "H", "H", "H", "H", "C", "C", "O", "N", "H", "H", "C", "H", "H", "H", "H", "H", "H", "C", "C", "C", "N", "C", "C", "C", "C", "C", "H", "H", "H", "H", "H", "H", "H", "H", "H", "H", "H", "H", "H", "H", "H", "H", "H", "H", "C", "C", "C", "N", "C", "C", "C", "C", "C", "H", "H", "H", "H", "H", "H", "H", "H", "H", "H", "H", "H", "H", "H", "H", "H", "H", "H", "C", "C", "C", "N", "C", "C", "C", "C", "C", "H", "H", "H", "H", "H", "H", "H", "H", "H", "H", "H", "H", "H", "H", "H", "H", "H", "H", "N", "S", "O", "O", "F", "S", "O", "O", "F", "N", "S", "O", "O", "F", "S", "O", "O", "F", "N", "S", "O", "O", "F", "S", "O", "O", "F", "N", "S", "O", "O", "F", "S", "O", "O", "F", "N", "S", "O", "O", "F", "S", "O", "O", "F", "N", "S", "O", "O", "F", "S", "O", "O", "F", "N", "S", "O", "O", "F", "S", "O", "O", "F"],
  "positions_angstrom": [[-1.004523, 2.905495, 3.101144], [-0.956213, 1.763765, 4.179184], [-0.605903, 2.167855, 5.433464], [0.549227, 1.777995, 5.997234], [0.591167, 2.262445, 7.249354], [-0.513033, 2.969875, 7.570354], [-1.321273, 2.940855, 6.358444], [-0.836233, 3.567755, 8.819354], [-0.094063, 3.502395, 3.154684], [-1.903603, 3.513075, 3.204094], [-0.953433, 2.493505, 2.093294], [-0.372433, 0.863475, 3.987424], [-1.812323, 1.116055, 4.367984], [1.267827, 1.216475, 5.418694], [1.356487, 2.168155, 8.005514], [-2.283293, 3.416635, 6.237834], [-1.910783, 3.430835, 8.940584], [-0.790603, 4.644585, 8.656694], [-0.239553, 3.234915, 9.668644], [-3.114413, 1.128075, -4.070206], [-3.190313, 2.677305, -4.069766], [-4.508873, 3.253775, -4.240646], [-5.203933, 3.561955, -5.334296], [-6.405063, 4.280695, -4.876036], [-6.307823, 4.481925, -3.527866], [-5.263843, 3.656605, -3.100516], [-7.137803, 5.322465, -2.669956], [-3.478043, 0.636725, -4.972676], [-3.684423, 0.713425, -3.238786], [-2.183653, 0.622405, -3.813146], [-2.619133, 3.036625, -4.925766], [-2.780403, 3.246475, -3.235436], [-4.696703, 3.376645, -6.269586], [-7.030693, 4.879895, -5.520976], [-4.916823, 3.642355, -2.077886], [-6.496393, 6.077725, -2.215776], [-7.701363, 4.685235, -1.988466], [-7.904583, 5.894185, -3.192726], [-3.010113, -0.457465, 1.076234], [-2.759663, 0.440395, -0.227996], [-1.359563, 0.604845, -0.466346], [-0.732903, 1.769235, -0.263566], [0.577537, 1.697405, -0.444656], [0.761757, 0.421255, -0.979826], [-0.386243, -0.276135, -0.928126], [2.030997, -0.244625, -1.485016], [-4.050373, -0.611135, 1.363184], [-2.624713, -0.175895, 2.056174], [-2.644573, -1.481555, 1.000634], [-3.170743, 1.429125, -0.024206], [-3.287343, -0.056565, -1.042046], [-1.281373, 2.623205, 0.105664], [1.375137, 2.421785, -0.370506], [-0.442233, -1.347235, -1.054636], [1.881627, -1.317995, -1.368056], [2.773727, 0.016305, -0.731116], [2.200997, 0.234645, -2.449116], [-9.127153, -0.579405, 7.457994], [-8.380643, -1.784595, 6.951074], [-7.828173, -1.538665, 5.583874], [-8.103103, -2.319765, 4.468074], [-7.530903, -1.673335, 3.451904], [-6.810663, -0.569095, 3.864364], [-7.011423, -0.481855, 5.170294], [-6.012643, 0.282175, 3.017674], [-8.537203, 0.331165, 7.562574], [-9.464003, -0.774895, 8.476044], [-9.994643, -0.299585, 6.860284], [-9.143003, -2.544215, 6.778194], [-7.619673, -2.101615, 7.664174], [-8.580093, -3.288185, 4.435824], [-7.622863, -1.925105, 2.405694], [-6.534753, 0.235775, 5.821594], [-6.041583, -0.057065, 1.982214], [-5.008353, 0.511835, 3.373704], [-6.519163, 1.224635, 2.809564], [4.473147, -2.711595, -1.207006], [4.772217, -3.509945, -2.424316], [5.216667, -2.880125, -3.411196], [4.442567, -5.036525, -2.449156], [5.290157, -5.558395, -2.277846], [3.895167, -5.468075, -1.718246], [3.773197, -5.393715, -3.766916], [3.424567, -2.934425, -1.009696], [4.609087, -1.635035, -1.310196], [5.281267, -3.055085, -0.561216], [2.720307, -5.228275, -3.538516], [3.895917, -6.475355, -3.822476], [4.227787, -4.971235, -4.662986], [3.365867, -1.226265, -5.309356], [1.989177, -1.575675, -4.976226], [1.660517, -1.811395, -3.875446], [0.814647, -1.511375, -6.020376], [1.130267, -1.904905, -6.895366], [-0.038943, -1.917895, -5.665066], [0.381247, -0.033295, -6.218086], [3.818707, -0.592005, -4.547286], [3.357877, -0.631095, -6.222486], [3.942647, -2.138745, -5.460376], [-0.015093, -0.126265, -7.229216], [1.264847, 0.600035, -6.297036], [-0.241193, 0.346915, -5.408096], [4.653397, 4.903625, 1.058134], [3.240887, 4.570045, 0.602524], [2.514117, 3.720325, 1.140944], [2.710627, 5.294685, -0.654116], [3.339917, 6.052665, -0.876746], [2.826517, 4.631835, -1.407306], [1.285097, 5.778375, -0.510286], [4.738627, 5.718015, 1.777584], [5.238347, 5.325395, 0.240794], [5.201607, 3.992015, 1.295874], [0.987737, 6.398975, -1.355586], [1.288537, 6.326975, 0.431594], [0.866767, 4.775715, -0.598436], [-2.235763, -5.147125, -0.591906], [-2.391403, -5.546755, 0.845764], [-2.407693, -4.497545, 1.917734], [-2.949573, -5.055905, 3.247314], [-2.044353, -6.237245, 3.719824], [-4.472583, -5.516305, 3.273564], [-5.222693, -4.176575, 3.518344], [-4.215213, -3.193695, 4.168884], [-2.882963, -3.909935, 4.308334], [-3.032033, -5.701295, -1.088846], [-1.247923, -5.479705, -0.910746], [-2.308383, -4.074055, -0.768946], [-1.577343, -6.245905, 1.037114], [-3.383143, -5.992105, 0.924574], [-3.101173, -3.736825, 1.559294], [-1.465513, -3.979885, 2.097824], [-0.988783, -5.974875, 3.790724], [-2.092623, -7.148065, 3.123024], [-2.317633, -6.515325, 4.737704], [-4.784243, -6.088275, 4.147524], [-4.852343, -6.137375, 2.462294], [-6.176353, -4.265955, 4.038574], [-5.552763, -3.784925, 2.556174], [-4.730783, -2.844895, 5.063654], [-4.178393, -2.369385, 3.456664], [-2.924773, -4.353735, 5.303014], [-1.992673, -3.281765, 4.338084], [6.835527, 0.037405, 2.045704], [5.761017, 0.614465, 2.964374], [6.140477, 1.835795, 3.732354], [4.965727, 2.161885, 4.808534], [3.677257, 2.430335, 4.050534], [5.428357, 3.405625, 5.670174], [5.542687, 2.899195, 7.161444], [4.726407, 1.643015, 7.161854], [4.950617, 1.022005, 5.807284], [7.495087, -0.653765, 2.570464], [7.504527, 0.749155, 1.562024], [6.430887, -0.504865, 1.191124], [5.344707, -0.218805, 3.530464], [5.010117, 1.036805, 2.296634], [6.357717, 2.732825, 3.152494], [7.067557, 1.561825, 4.235904], [2.913397, 2.741505, 4.763124], [3.433387, 1.566235, 3.432494], [3.839187, 3.241365, 3.340524], [4.664247, 4.176685, 5.571664], [6.406507, 3.669545, 5.268104], [5.102887, 3.592205, 7.878684], [6.588637, 2.691265, 7.386964], [3.662597, 1.757145, 7.370114], [5.028107, 0.848275, 7.844104], [4.258337, 0.232805, 5.514024], [5.943327, 0.581575, 5.900334], [7.228727, 0.516575, -12.338386], [6.518347, 0.109375, -11.067046], [7.539927, 0.420125, -9.959486], [6.899867, 0.440215, -8.495856], [6.442867, -0.918085, -8.089316], [7.847917, 1.022355, -7.346056], [6.991427, 1.570815, -6.255486], [5.654877, 1.926965, -6.899796], [5.759267, 1.495615, -8.351486], [7.293487, 1.604645, -12.341746], [6.677117, 0.148615, -13.203516], [8.208597, 0.039155, -12.336056], [6.251637, -0.939035, -11.200466], [5.545107, 0.592555, -10.980806], [7.899987, 1.446675, -10.027676], [8.409057, -0.232705, -9.878606], [5.748527, -1.248605, -8.861806], [5.914397, -0.871975, -7.137116], [7.284607, -1.600255, -8.208536], [8.705097, 0.379625, -7.145436], [8.290977, 1.870355, -7.868256], [6.874167, 0.800725, -5.493046], [7.447337, 2.481885, -5.867946], [4.886187, 1.291955, -6.459366], [5.431527, 2.983035, -6.748346], [4.902107, 1.204545, -8.958666], [6.121517, 2.323035, -8.961606], [-4.071703, -0.870505, 8.372604], [-3.139073, -0.595295, 7.019154], [-1.767133, -0.116175, 7.159774], [-3.861663, -0.352835, 5.763874], [-2.906273, -2.184025, 6.842894], [-4.598063, 0.452745, 8.442924], [-5.920343, 0.781205, 7.947414], [-3.668493, 1.583035, 8.559884], [-4.866773, 0.259705, 10.032014], [2.762697, 3.603375, -2.639446], [1.539077, 3.574575, -3.867476], [1.260477, 2.246475, -4.437016], [1.404217, 4.725805, -4.730686], [0.246947, 3.818815, -2.932066], [3.755977, 3.465225, -3.772026], [4.116037, 4.638245, -4.657846], [3.995657, 2.093965, -4.262356], [4.928587, 3.460965, -2.596876], [-7.678993, -1.823275, -0.056416], [-7.278263, -0.687095, -0.878136], [-8.209563, -0.358165, -1.988026], [-5.851673, -0.383905, -1.089836], [-7.760553, 0.405855, 0.218504], [-6.496023, -2.918145, -0.728056], [-5.361713, -3.129225, 0.200734], [-6.233913, -2.894115, -2.153246], [-7.325873, -4.330255, -0.697566], [-3.133933, 4.242725, -0.607666], [-2.383083, 5.478495, -0.351456], [-1.369213, 5.297865, 0.683074], [-3.046003, 6.796835, -0.536476], [-1.537033, 5.398815, -1.737876], [-4.289623, 4.644535, 0.549924], [-5.532073, 5.034335, -0.071316], [-3.960113, 5.261565, 1.833664], [-4.750213, 3.197415, 1.062534], [1.649407, -0.681495, 4.123164], [1.661927, -2.104005, 4.490854], [2.812947, -2.909765, 4.118184], [0.411617, -2.868875, 4.601364], [2.003097, -1.722065, 6.045184], [1.541157, -1.026875, 2.467134], [0.270977, -1.628235, 2.010904], [2.792547, -1.362315, 1.723354], [1.322717, 0.557935, 2.081514], [-1.406203, -2.767965, -5.113336], [-2.815003, -2.977135, -5.757946], [-3.989543, -2.230255, -5.291186], [-3.054763, -4.312125, -6.319516], [-2.490103, -2.170955, -7.142846], [-2.025103, -3.238255, -3.561626], [-2.765743, -4.472035, -3.459606], [-2.376313, -2.189715, -2.649376], [-0.580663, -3.635985, -3.050666], [2.811037, -5.950995, -0.692386], [2.122947, -7.161715, -0.513496], [0.947597, -7.322325, -1.337306], [2.350897, -7.850895, 0.788554], [3.224407, -8.042395, -1.383706], [1.639997, -5.036505, 0.159384], [0.801807, -5.521265, 1.254924], [1.158437, -3.777475, -0.502706], [2.773017, -4.447385, 1.142894]],
  "forces_ev_per_angstrom": [[0.1, -1.4, 0.5], [-1.7, -1.7, -3.2], [-0.7, 3.5, 5.3], [0.8, 0.0, 0.0], [1.1, 0.1, 1.9], [-1.7, -1.4, -5.7], [3.2, -1.5, 1.7], [-1.6, 1.6, 0.0], [-0.1, 0.2, 0.4], [0.2, 0.1, 0.0], [-0.3, -0.2, 0.3], [1.1, 0.7, -0.7], [-1.4, 0.8, -0.7], [-0.2, -0.2, 0.3], [0.0, -0.2, -0.1], [0.0, -0.2, 0.0], [0.1, -0.6, 0.6], [0.6, 0.2, 0.5], [-0.1, -0.2, -0.4], [-0.7, -0.2, 1.2], [1.2, -0.5, -1.0], [-3.1, 0.4, 4.5], [-2.6, 1.9, 0.9], [3.3, -0.2, -2.0], [2.1, -3.5, -0.9], [0.4, 2.0, -2.3], [-0.6, 0.3, 0.3], [-0.1, 0.4, -0.1], [-0.7, 0.2, -0.1], [0.8, 0.8, -0.4], [0.1, 0.1, -0.1], [0.2, -0.7, 0.4], [-0.8, 0.1, -0.3], [-0.3, -0.3, 0.2], [0.0, -0.2, -0.2], [-0.1, -0.5, 0.4], [0.5, 0.2, 0.4], [0.3, -0.4, -0.7], [-0.2, -0.4, 0.0], [-1.7, -1.8, 2.6], [2.5, -2.0, -1.6], [-1.3, 2.4, 1.6], [1.3, -1.2, -1.9], [0.3, -1.6, 0.3], [-0.7, 2.0, 1.0], [-1.3, 1.5, 1.8], [-0.3, 0.3, -1.0], [0.8, 1.0, -0.3], [0.2, 0.0, -0.7], [0.0, -0.1, -0.3], [0.2, 0.2, -0.1], [-0.1, 0.0, -0.2], [-0.3, -0.3, 0.0], [-0.4, 0.1, -0.3], [-0.1, 0.1, -0.8], [0.3, 0.1, -0.3], [0.4, -0.7, 0.0], [-0.2, 1.0, 0.7], [-0.4, 0.5, -0.7], [1.6, 1.3, -0.3], [0.4, 1.0, 0.8], [0.5, -0.3, -2.6], [-1.1, -1.2, 0.8], [-1.1, -1.6, 1.3], [-0.4, 1.4, -1.3], [0.4, -0.2, -0.2], [-0.2, -0.2, 0.0], [0.0, -0.3, -0.1], [0.4, -0.4, 0.2], [0.1, -0.1, -0.3], [-0.3, 0.4, 0.4], [0.3, 0.1, -0.1], [-0.2, 0.0, 0.2], [0.4, -0.9, 0.3], [-0.2, -0.5, 0.2], [-0.2, 0.3, 0.8], [0.1, -1.1, -0.2], [1.0, 3.8, -3.1], [-1.4, -4.0, 2.4], [2.2, 2.3, -2.9], [1.0, -0.1, -0.6], [-1.8, 0.5, 1.6], [0.1, -1.5, 1.1], [0.2, -0.2, 1.3], [0.1, -0.3, -0.7], [-0.7, -0.2, 1.2], [0.0, 0.4, -0.7], [-0.2, -0.1, -0.2], [-0.2, 0.5, 0.5], [0.5, 0.7, -1.8], [-1.8, 0.1, 0.4], [-0.7, -0.6, 1.0], [2.8, 2.6, 0.8], [-0.3, -0.2, -0.4], [-1.2, -1.7, 0.8], [1.3, -0.8, -1.3], [-0.2, -0.3, 0.2], [0.3, -0.1, -0.3], [0.1, 0.1, 0.0], [-0.9, 0.8, 0.4], [0.1, -0.1, 0.2], [-0.2, -0.6, -0.3], [0.1, 0.3, -1.5], [-1.9, -2.2, 1.7], [2.4, 3.1, -2.1], [1.5, 1.4, 2.5], [0.4, 0.4, 0.0], [-0.2, -0.8, -1.2], [0.9, -1.2, -0.3], [-0.5, -0.4, 0.5], [-0.2, 0.0, -0.5], [-0.4, 0.1, 0.6], [0.2, -0.1, 0.0], [-0.8, -0.4, -0.1], [-1.5, 0.8, 0.8], [0.2, 0.2, -0.1], [0.1, -0.7, 1.1], [-0.9, 0.5, -0.4], [0.9, -1.2, 1.2], [-0.1, 0.3, 0.5], [-0.5, 1.7, 0.9], [0.2, -0.2, -1.7], [-1.4, 0.2, -1.2], [-1.5, -0.7, 0.9], [0.4, 0.4, -0.7], [-0.2, 0.1, -0.5], [-0.3, 0.0, -0.1], [-0.5, -0.4, 0.3], [0.2, -0.6, 0.1], [-0.4, 0.2, 0.4], [0.2, -0.4, 0.4], [-0.1, 0.6, -0.4], [-0.5, 0.5, -0.4], [-0.4, 0.2, -0.1], [1.5, -0.4, 0.4], [0.8, 0.5, -0.5], [0.4, -0.5, 0.5], [0.2, 0.1, -0.2], [1.0, 0.2, 0.3], [0.4, 0.3, 0.3], [0.3, -0.6, -0.2], [0.1, -0.3, -0.9], [0.9, -0.2, -0.2], [-0.8, 0.4, -2.2], [-0.2, -0.5, 1.9], [2.4, 0.5, -0.9], [0.8, -0.1, 0.3], [-0.2, -1.1, 0.4], [-0.2, 0.4, -1.0], [-0.9, -1.6, 0.0], [-0.3, -0.2, 0.0], [-0.1, 0.0, 0.1], [-0.1, 0.5, 0.3], [-0.4, -0.1, 0.3], [-0.1, 0.4, 0.3], [-0.6, -0.8, -0.2], [-0.5, -0.1, -0.1], [-0.1, 0.6, 0.9], [0.0, -0.3, -0.1], [-0.3, -0.1, 0.6], [0.2, 0.1, 0.3], [0.3, 0.0, -0.2], [-0.3, 0.4, 0.1], [0.5, 0.3, -0.2], [-0.1, 0.1, 0.2], [-0.1, 0.5, -0.1], [0.2, 0.4, 0.5], [-0.1, 0.2, 0.0], [0.1, 0.1, -0.8], [-0.3, 0.0, -0.2], [0.4, -0.6, 0.1], [-1.5, 0.5, 2.2], [0.0, 0.8, 1.5], [-0.3, 0.2, -1.4], [0.7, 0.5, -2.9], [0.0, -0.6, 0.4], [-0.7, -1.3, -0.1], [1.3, 0.5, -2.0], [0.3, -0.1, -0.4], [0.1, 0.3, -0.1], [0.1, 0.3, -0.3], [0.3, -0.3, 0.6], [0.2, 0.5, 0.3], [0.0, 0.0, -0.3], [-0.2, -0.2, -0.3], [-0.3, 0.0, 0.1], [0.5, -0.2, 0.1], [0.0, 0.0, 0.8], [-0.5, -0.5, 0.2], [0.1, 0.1, -0.1], [-0.1, 0.4, 0.4], [0.2, -0.4, 0.3], [-0.2, 0.6, 0.3], [-0.3, -0.2, -0.3], [-0.3, -0.5, 0.8], [0.3, 0.2, 0.1], [4.9, -5.9, -4.7], [2.6, -4.8, -2.6], [-2.5, 0.0, 0.1], [0.7, 1.0, 1.9], [0.4, 0.4, 0.0], [-5.7, 10.8, 7.6], [1.2, -0.7, -0.7], [-0.4, -1.1, -1.9], [-0.9, 0.5, -0.1], [-5.6, -0.1, -2.3], [-7.5, 0.1, -0.5], [1.1, 2.1, 1.4], [1.2, -1.5, 1.1], [1.3, -0.5, 0.2], [11.4, -0.2, -2.5], [-1.4, -3.9, 2.8], [-1.1, 2.4, 0.0], [0.6, 0.6, -0.7], [2.0, -7.7, 1.4], [-1.6, 9.5, -5.8], [2.6, -0.9, 2.1], [-1.6, -0.4, 0.7], [0.5, 0.4, 0.1], [1.0, -3.9, 0.0], [-2.4, 0.6, -1.3], [-0.4, 0.9, 2.0], [0.4, 1.6, 1.1], [-5.0, -3.4, 2.0], [6.4, 8.0, -1.5], [-0.6, 0.7, -1.0], [1.3, -3.3, 1.0], [0.3, 0.0, 0.3], [-5.6, -1.4, 2.8], [1.5, 0.3, -0.3], [0.7, -0.8, -2.6], [1.2, -0.5, -0.5], [-0.4, 3.9, -5.8], [0.2, -9.9, 7.8], [-1.1, 1.3, -0.4], [1.7, 2.0, -0.6], [-0.2, -0.4, -0.3], [-0.2, 1.9, -4.6], [2.9, 1.1, 1.2], [-3.0, 1.0, 2.2], [0.3, -0.7, 0.2], [-1.8, -0.5, 3.6], [-5.2, -1.3, -7.1], [2.7, -1.1, 0.4], [0.8, 2.3, 1.8], [0.6, 0.3, 0.4], [1.9, -1.5, 2.8], [0.8, 1.8, -1.1], [0.1, 0.5, -0.9], [0.5, -0.1, 0.1], [1.4, 10.9, 0.6], [-2.1, -17.5, 1.4], [0.1, 0.5, 1.4], [-1.7, 2.2, -3.0], [-0.2, 0.6, -0.3], [-0.1, 7.6, 4.2], [0.4, -0.8, -3.2], [1.4, -3.8, 0.2], [0.3, 0.2, -0.9]],
  "mulliken_charge": [-0.263, 0.484, 0.939, 0.290, -1.611, 0.361, -0.502, -0.754, 0.467, 0.595, -0.622, -0.818, -0.055, 0.736, 0.394, 0.430, 0.286, 0.375, 0.316, -0.272, -0.209, 0.439, 0.018, -0.576, 0.350, -0.526, -0.773, 0.601, -0.040, -0.160, 0.305, -0.243, 0.444, 0.381, 0.207, 0.336, 0.304, 0.334, 0.640, 0.349, 1.520, 0.072, -0.962, 1.157, -0.821, -0.427, -0.490, -0.230, 0.041, -0.746, -0.028, -0.199, 0.683, 0.380, 0.265, 0.238, -0.318, -1.267, -0.250, 0.371, -0.770, -0.261, 0.654, -0.605, -0.305, 0.314, 0.404, 0.368, 0.342, 0.253, 0.511, 0.377, 0.626, -0.510, 0.201, 0.567, 0.157, 0.342, -0.603, 0.300, 0.503, 0.216, -0.813, -0.629, 0.218, 0.507, 0.285, 0.407, 0.344, -0.842, -0.297, 0.008, 0.358, 0.470, 0.366, -0.839, 0.265, 0.511, 0.341, 0.506, 0.435, 0.107, -1.307, 0.498, -0.062, 0.515, 0.523, 0.039, -0.468, 0.388, 0.520, 0.055, 0.388, 0.384, -0.064, -0.781, -0.465, 1.120, 0.665, -1.027, -1.179, 0.148, 0.781, -1.160, 0.449, 0.116, -0.291, 0.284, 0.171, -0.596, 0.173, 0.371, 0.350, 0.439, 0.365, 0.467, 0.431, -0.177, 0.851, -0.889, 0.455, 0.134, -1.531, 0.796, -0.894, 0.691, -1.043, -0.498, -0.703, -0.096, -0.651, 0.434, 0.396, 0.184, 0.139, -0.090, 0.479, 0.369, 0.691, -0.323, 0.385, 0.370, 0.346, 0.376, 0.312, -0.276, 0.553, 0.042, 0.492, -1.399, -0.136, -0.776, 0.226, -1.097, -0.681, -0.747, 0.566, -1.135, 0.352, 0.400, 0.363, 0.377, 0.282, 0.301, 0.477, 0.387, 0.478, 0.311, 0.523, 0.333, 0.213, 0.449, -0.567, 0.616, 0.524, 0.348, -0.243, 0.957, -0.461, -0.188, -0.351, 0.756, -0.585, -0.506, -0.379, -0.162, 0.735, -0.341, -0.565, -0.122, 0.556, -0.594, -0.385, -0.401, -0.322, 0.926, -0.724, -0.417, -0.337, 1.035, -0.473, -0.538, -0.354, 0.390, 0.861, -0.545, -0.692, -0.387, 0.661, -0.553, -0.555, -0.160, 0.666, 0.493, -0.545, -0.380, -0.355, -0.666, -0.021, -0.181, -0.180, -0.374, 0.875, -0.449, -0.647, -0.358, 0.351, -0.506, -0.208, -0.090, -0.336, 0.899, -0.553, -0.621, -0.391, 0.471, -0.347, -0.015, -0.355]
}